Record 1
Formula: C23H37MnN4OS3Si
Source: OMol25
Level of theory: ωB97M-V/def2-TZVPD

Total charge: +3
E in eV: -104138.817
E_LUMO (spin up / spin down) in eV: -8.93 / -8.96
2S+1: 4
HOMO (spin up / spin down) in eV: -16.02 / -16.01
Gap between HOMO and LUMO (spin up / spin down) in eV: 7.09 / 7.05
⟨S²⟩: 3.80

The geometry in XYZ format:
```
70
C23H37MnN4OS3Si (ωB97M-V/def2-TZVPD)
Mn -0.299 -0.019 -0.068
S -3.024 3.062 -2.003
S -2.577 -3.362 -2.134
S 2.488 1.798 0.086
Si -1.804 -0.552 4.512
O 1.258 0.918 0.505
N -1.549 1.229 -1.015
N -1.394 -1.388 -1.035
N -0.417 -3.485 -0.536
N -0.901 3.405 -0.389
C -2.692 1.000 4.081
C -2.448 -0.862 -1.794
C -1.465 -3.253 4.313
C 6.676 -1.529 -2.655
C 3.654 0.754 -0.673
C -1.340 -2.709 -1.152
C 4.173 -0.376 -0.041
C 5.134 -1.117 -0.699
C -1.489 -2.007 3.395
C -0.092 -1.872 2.749
C 4.078 1.137 -1.944
C -1.616 2.109 4.174
C -3.192 -1.778 -2.431
C -2.551 -2.204 2.305
C -2.541 0.591 -1.772
C 5.049 0.383 -2.578
C -3.769 1.228 5.166
C -1.094 -0.645 6.179
C -1.693 2.546 -1.055
C 5.597 -0.746 -1.969
C -3.414 1.419 -2.364
C -3.324 1.008 2.685
C 3.229 2.155 1.656
H 0.490 -3.085 -0.355
H -1.156 2.178 5.160
H -4.232 2.202 4.992
H -0.182 -1.241 6.203
H 6.912 -2.448 -2.124
H -2.579 0.884 1.891
H -0.949 4.391 -0.588
H -2.106 3.066 3.979
H -1.180 -4.122 3.715
H -2.377 -3.171 1.825
H 3.842 -0.672 0.947
H -3.354 1.242 6.176
H -1.813 -1.139 6.848
H 3.384 1.228 2.205
H 2.577 2.839 2.195
H -0.752 -3.175 5.133
H 0.716 -1.704 3.465
H 0.112 -2.818 2.239
H 4.183 2.640 1.443
H -0.822 1.989 3.427
H -0.002 -1.086 1.978
H -4.052 -1.630 -3.064
H -0.392 -4.466 -0.773
H -2.450 -3.462 4.735
H -4.087 0.240 2.562
H -3.805 1.976 2.526
H -4.564 0.479 5.128
H 7.587 -0.931 -2.718
H -2.510 -1.435 1.533
H 6.386 -1.778 -3.676
H -0.905 0.346 6.591
H 5.394 0.679 -3.561
H -0.034 3.058 -0.014
H -3.567 -2.223 2.704
H 5.553 -1.993 -0.219
H -4.253 1.175 -2.996
H 3.668 2.018 -2.423
```

Here are the natural (NBO) charges for atoms 1 to 5, given in e: Mn 1.358; S 0.534; S 0.540; S 1.264; Si 2.285

=====

Record 2
Formula: C23H37N3O
Source: OMol25
Level of theory: ωB97M-V/def2-TZVPD

E in eV: -30969.311
E_LUMO in eV: -0.03
HOMO in eV: -8.84
Gap between HOMO and LUMO in eV: 8.82

The geometry in XYZ format:
```
64
C23H37N3O (ωB97M-V/def2-TZVPD)
O 2.046 -3.179 -2.583
N 4.204 -2.876 -3.214
N 2.738 2.980 -6.350
N 3.309 1.474 -4.040
C -5.866 0.453 7.913
C 3.184 -2.826 -2.337
C -0.200 0.368 -0.309
C 0.965 1.215 -3.603
C -2.398 0.274 6.108
C -1.944 0.583 4.690
C -0.306 1.495 -3.984
C -1.835 -0.953 1.151
C 2.024 1.726 -4.406
C 1.330 0.423 -2.377
C -3.922 0.205 6.278
C 3.942 -3.390 -4.547
C 4.240 1.962 -4.806
C 0.190 -0.299 -1.645
C -2.220 -0.549 3.688
C 3.953 2.719 -5.969
C 5.536 -2.424 -2.873
C 0.406 2.735 -5.922
C -4.372 0.619 7.674
C -0.591 2.252 -5.144
C -1.669 0.148 0.101
C -1.220 -0.584 2.519
C 1.744 2.484 -5.567
H -2.243 -0.134 -0.785
H -2.020 1.054 6.778
H -3.815 0.023 8.402
H -2.405 1.511 4.343
H 3.180 -2.789 -5.044
H -2.166 -1.488 4.244
H -1.951 -0.665 6.444
H 3.475 -2.414 -1.356
H 5.273 1.777 -4.532
H -1.141 1.141 -3.395
H 0.204 3.312 -6.814
H 3.581 -4.417 -4.496
H -0.447 -1.317 2.759
H 6.257 -3.239 -2.969
H -2.078 1.081 0.494
H 5.547 -2.069 -1.844
H -4.106 1.667 7.840
H 4.862 -3.358 -5.127
H 1.847 1.084 -1.676
H 0.538 -1.312 -1.439
H -4.264 -0.822 6.114
H 0.449 -0.049 0.463
H 2.081 -0.310 -2.671
H -1.374 -1.865 0.768
H -6.191 -0.577 7.762
H 4.770 3.102 -6.571
H -0.692 -0.423 -2.271
H -0.709 0.378 2.446
H -2.898 -1.156 1.285
H 5.843 -1.605 -3.526
H -4.412 0.816 5.515
H -1.623 2.444 -5.407
H -6.449 1.109 7.266
H -3.229 -0.444 3.287
H -6.117 0.721 8.942
H -0.864 0.765 4.702
H 0.018 1.435 -0.375
```

Here are the natural (NBO) charges for atoms 1 to 5, given in e: O -0.628; N -0.428; N -0.356; N -0.391; C -0.602

=====

Record 3
Formula: C23H37N5O2SY
Source: OMol25
Level of theory: ωB97M-V/def2-TZVPD

Total charge: +1
E in eV: -47875.463
E_LUMO in eV: -2.29
HOMO in eV: -10.26
Gap between HOMO and LUMO in eV: 7.97

The geometry in XYZ format:
```
69
C23H37N5O2SY (ωB97M-V/def2-TZVPD)
Y -0.039 0.142 -0.890
S -0.602 1.743 1.301
O 0.204 0.352 -3.160
O -0.699 -1.259 0.643
N -1.642 -1.520 -1.994
N -1.713 1.228 3.641
N -2.185 1.311 -1.608
N -0.551 -0.544 2.832
N 1.202 1.693 -4.666
C -2.742 -0.828 -2.676
C 1.133 -4.213 3.909
C 0.272 -2.706 2.235
C 2.413 1.314 -0.591
C -1.229 3.608 4.188
C 1.269 -0.752 -4.952
C -1.964 0.414 4.838
C 2.942 1.078 -1.874
C 0.856 2.895 -3.922
C -0.989 0.724 2.642
C 2.285 0.048 0.058
C -0.370 -1.412 1.875
C 0.668 -3.595 1.241
C -3.250 0.313 -1.809
C 2.698 -0.947 -0.858
C 1.962 1.905 -5.898
C -0.792 0.413 5.805
C 1.298 -4.781 1.580
C 0.508 -3.024 3.573
C 0.861 0.495 -4.219
C 1.531 -5.091 2.911
C -2.221 2.601 3.635
C 3.111 -0.301 -2.034
H 0.562 2.629 -2.912
H -1.979 -2.090 -1.222
H -2.351 -0.429 -3.615
H 0.489 -3.352 0.202
H 0.115 0.069 5.314
H -1.002 3.409 5.234
H -2.492 2.849 2.610
H -2.855 0.824 5.314
H 3.004 1.614 -5.764
H -1.648 4.612 4.126
H 1.727 3.547 -3.861
H -0.611 1.401 6.223
H 1.874 -1.333 -4.255
H 0.364 -1.318 -5.170
H -1.159 -2.142 -2.634
H -0.301 3.591 3.621
H 2.732 -2.008 -0.656
H 2.022 -6.019 3.171
H 1.611 -5.465 0.802
H 1.828 -0.603 -5.868
H 1.926 2.963 -6.141
H 1.525 1.358 -6.729
H 0.195 -2.330 4.340
H -2.084 1.901 -2.427
H 0.049 3.427 -4.428
H -3.534 -0.072 -0.826
H -3.139 2.597 4.223
H -1.011 -0.260 6.635
H 1.311 -4.455 4.947
H -2.203 -0.598 4.517
H -2.406 1.911 -0.817
H -4.147 0.755 -2.252
H 3.199 1.842 -2.594
H 3.529 -0.793 -2.900
H 2.006 -0.106 1.096
H 2.196 2.271 -0.135
H -3.570 -1.499 -2.926
```

Here are the natural (NBO) charges for atoms 1 to 5, given in e: Y 1.939; S -0.370; O -0.790; O -0.861; N -0.880

=====

Record 4
Formula: C23H38AlBr2Cl4F7MgN3NaO7S2
Source: OMol25
Level of theory: ωB97M-V/def2-TZVPD

E in eV: -290592.785
E_LUMO in eV: -2.90
HOMO in eV: -4.66
Gap between HOMO and LUMO in eV: 1.76

The geometry in XYZ format:
```
89
C23H38AlBr2Cl4F7MgN3NaO7S2 (ωB97M-V/def2-TZVPD)
Br 3.598 6.213 -2.289
Br 3.923 3.067 -4.148
Cl -9.329 2.952 -5.374
Cl -9.697 0.473 -3.937
Cl -5.806 2.615 -4.358
Cl -10.162 3.042 -2.603
S -0.898 -4.363 3.152
S -1.121 -4.102 -0.751
Al -1.927 5.525 -0.750
Mg -9.715 1.039 -0.592
Na 0.798 2.630 1.157
F -0.783 6.664 -1.266
F -3.390 5.837 -1.492
F 1.005 3.603 -3.066
F 1.348 1.933 -4.463
F -1.323 3.933 -1.170
F -2.072 5.611 0.928
F 2.782 0.711 -2.420
O 0.499 -4.338 2.782
O 0.301 0.837 4.330
O -1.860 -3.518 2.487
O -4.340 2.977 -1.627
O -6.398 2.808 -0.748
O 6.629 -1.875 -1.067
O -6.078 1.828 -2.627
N 4.706 -1.711 -2.292
N -1.008 0.336 -0.914
N -3.050 0.568 -1.768
C 1.217 0.593 0.000
C -1.762 -6.445 4.575
C 1.874 1.707 -2.202
C 6.796 -2.939 -3.211
C 0.047 1.165 6.660
C 0.094 -1.630 -0.421
C 5.084 5.558 -3.355
C 3.708 -2.707 -1.754
C 6.146 -2.188 -2.098
C -2.109 -0.281 -1.364
C -1.063 -2.331 -0.856
C 0.085 -0.282 -0.460
C -1.050 -4.131 4.915
C 1.449 2.402 -3.254
C 4.602 4.845 -4.588
C -2.163 -1.680 -1.340
C -2.100 -5.155 5.338
C 2.241 0.507 5.673
C 0.957 1.325 5.432
C -5.512 2.624 -1.600
C -9.194 2.162 -3.807
C -1.498 -6.058 3.114
C 1.373 1.953 -0.830
H 3.799 5.367 -5.097
H -1.335 -3.102 5.124
H 5.682 4.925 -2.708
H 2.096 2.657 -0.304
H 2.930 0.609 4.828
H 2.772 0.850 6.572
H 2.129 0.032 -0.169
H -0.865 -6.897 5.004
H -8.155 2.193 -3.491
H -0.866 1.749 6.543
H -0.588 -4.476 -1.925
H -3.095 -4.808 5.052
H -2.563 -7.179 4.647
H -1.032 1.349 -0.925
H 6.098 -3.140 -4.023
H 0.416 2.539 -0.956
H 5.422 4.679 -5.283
H 4.649 -0.864 -1.720
H 7.168 -3.887 -2.827
H 1.151 0.731 1.108
H -2.094 -5.308 6.415
H 0.930 -2.189 -0.038
H -3.058 -2.152 -1.704
H -2.411 -6.075 2.522
H 1.274 2.393 5.421
H -2.652 1.506 -1.845
H 5.657 6.441 -3.630
H 2.013 -0.553 5.807
H 4.521 -1.514 -3.277
H -0.228 0.120 6.813
H 7.624 -2.345 -3.596
H -3.395 0.346 -2.698
H 3.833 -2.768 -0.677
H 2.714 -2.345 -2.001
H 3.883 -3.670 -2.226
H -0.745 -6.691 2.651
H 0.549 1.515 7.572
H -0.081 -4.350 5.361
```

Here are the Mulliken charges for atoms 1 to 5, given in e: Br -0.105; Br -0.073; Cl -0.129; Cl -0.077; Cl -0.133

=====

Record 5
Formula: C23H38BaBrIN7O2
Source: OMol25
Level of theory: ωB97M-V/def2-TZVPD

Total charge: +1
E in eV: -117829.161
E_LUMO in eV: -2.24
HOMO in eV: -11.02
Gap between HOMO and LUMO in eV: 8.78

The geometry in XYZ format:
```
73
C23H38BaBrIN7O2 (ωB97M-V/def2-TZVPD)
Ba 0.382 0.366 -0.878
I -1.132 -2.777 -0.854
Br -4.509 -3.028 -1.577
O 1.039 -1.616 -2.305
O -0.545 -0.211 -2.865
N 0.751 -0.833 1.401
N -2.429 1.368 -1.435
N 0.002 3.291 -1.103
N 2.888 -0.506 -0.386
N 2.304 1.622 1.483
N -0.649 1.524 1.694
N 2.156 1.360 -3.262
C 1.701 -1.760 1.401
C -2.220 -3.923 1.764
C 1.605 1.869 2.731
C 1.199 -0.559 -4.442
C 2.651 -1.798 0.242
C 3.482 0.783 1.620
C 1.800 -2.713 2.412
C -3.937 -3.623 0.133
C -4.486 -4.500 2.290
C -4.879 -4.118 1.020
C 0.201 2.418 2.477
C 0.880 -2.694 3.445
C -0.714 4.052 -2.133
C -2.597 -3.530 0.488
C 1.456 0.942 -4.482
C 3.937 0.271 0.257
C -0.086 -0.762 2.427
C 0.486 -0.850 -3.120
C -1.101 0.349 2.425
C -0.068 -1.683 3.466
C -3.157 -4.391 2.667
C -2.204 3.731 -2.153
C -2.516 2.293 -2.567
H 0.905 -3.443 4.222
H -2.002 -0.034 1.932
H -0.793 -1.615 4.262
H -1.365 0.594 3.467
H 4.855 -0.323 0.399
H -2.681 4.409 -2.859
H -3.243 1.519 -0.838
H -1.180 -3.855 2.043
H 2.184 -2.433 -0.510
H 1.533 0.927 3.276
H 2.136 2.582 3.384
H 2.573 -3.463 2.375
H -3.516 2.268 -3.025
H -1.476 2.047 1.430
H 0.496 1.458 -4.506
H -5.912 -4.188 0.714
H -2.640 3.931 -1.168
H 2.354 2.356 -3.319
H 3.052 0.880 -3.249
H -0.251 2.652 3.455
H 0.568 -0.844 -5.282
H -2.848 -4.665 3.665
H 2.130 -1.129 -4.488
H 3.211 -0.074 2.238
H 4.320 1.296 2.115
H 4.177 1.123 -0.385
H -0.284 3.801 -3.106
H -5.221 -4.878 2.982
H -0.469 3.465 -0.221
H 3.590 -2.275 0.563
H -1.788 1.955 -3.304
H 2.579 2.509 1.075
H 0.299 3.352 1.919
H -2.528 0.435 -1.825
H 3.181 -0.712 -1.334
H 2.026 1.193 -5.387
H -0.598 5.137 -1.976
H 0.936 3.680 -1.016
```

Here are the Mulliken charges for atoms 1 to 5, given in e: Ba 1.556; I 0.413; Br -0.189; O -0.665; O -0.567

=====

Record 6
Formula: C23H38BrFN2O2
Source: OMol25
Level of theory: ωB97M-V/def2-TZVPD

Total charge: +2
E in eV: -104278.437
E_LUMO in eV: -7.95
HOMO in eV: -12.51
Gap between HOMO and LUMO in eV: 4.56

The geometry in XYZ format:
```
67
C23H38BrFN2O2 (ωB97M-V/def2-TZVPD)
Br -5.386 -1.968 1.374
F 4.851 -2.696 -0.951
O 0.916 1.829 0.224
O 2.765 5.920 -2.355
N -4.402 -4.994 2.361
N 2.449 -2.552 -0.479
C -6.951 -3.126 1.893
C 3.601 4.893 -2.872
C 3.416 7.124 -1.958
C -1.537 -4.125 1.361
C 3.779 -0.403 -0.589
C 3.663 -1.933 -1.142
C 1.177 -2.240 -1.128
C 0.605 3.201 -0.016
C -3.927 -5.340 1.033
C -0.162 -2.784 -0.510
C -2.542 -4.950 0.464
C -6.632 -4.028 3.207
C -0.128 0.897 -0.008
C -0.527 3.725 0.848
C -2.076 -3.784 2.804
C 2.540 -3.390 0.710
C -0.637 0.895 -1.438
C 4.157 7.813 -3.089
C 1.259 -3.994 1.412
C -3.509 -4.252 3.238
C 4.657 4.417 -1.889
C -0.128 -3.665 0.801
C -5.791 -5.372 2.841
H 3.141 -0.315 0.354
H 1.107 -1.585 -2.072
H -1.465 3.200 0.655
H 2.632 7.791 -1.591
H -1.408 0.130 -1.568
H -7.638 -4.300 3.692
H -7.343 -3.752 1.009
H 5.241 3.600 -2.323
H 2.945 4.052 -3.118
H 3.326 0.307 -1.376
H -4.648 -5.931 0.379
H -2.247 -5.226 -0.599
H 4.055 5.214 -3.814
H -6.370 -5.872 1.981
H 4.080 6.932 -1.108
H -0.945 1.061 0.702
H 1.333 -4.641 2.346
H 3.602 -3.579 1.094
H -6.034 -3.340 3.910
H 3.475 8.036 -3.915
H 3.382 -1.821 -2.259
H -5.742 -6.090 3.746
H 0.182 0.691 -2.136
H 0.399 3.360 -1.079
H -1.071 1.856 -1.719
H -1.162 -2.548 -1.004
H 4.188 4.062 -0.966
H -1.391 -3.188 3.494
H -0.693 4.787 0.652
H 5.350 5.215 -1.616
H 4.962 7.193 -3.488
H -0.292 3.596 1.908
H 0.281 -0.094 0.214
H 4.860 -0.087 -0.406
H -7.798 -2.375 2.130
H 1.512 3.768 0.209
H 4.599 8.749 -2.738
H -3.901 -3.974 4.270
```

Here are the natural (NBO) charges for atoms 1 to 5, given in e: Br -0.031; F -0.316; O -0.549; O -0.544; N -0.314

=====

Question: Which value of E does entry 2 give?
Answer: -30969.311 eV

=====

Question: The lowest E belongs to which entry?
Answer: C23H38AlBr2Cl4F7MgN3NaO7S2

=====

Question: The highest E belongs to which entry?
Answer: C23H37N3O

=====

Question: What is the E in the third record?
Answer: -47875.463 eV